{
  "formula": "C3H8NOS",
  "method": "ωB97M-V with the def2-TZVPD basis set",
  "elements": ["N", "C", "C", "O", "C", "S", "H", "H", "H", "H", "H", "H", "H", "H"],
  "coordinates": [[1.5853, 0.5692, 0.0612], [0.3354, -0.3762, 0.0054], [-0.0487, -0.1886, -1.5365], [0.5828, 0.4912, -2.3189], [-0.8224, -0.0469, 0.9496], [-2.2452, -1.2364, 0.9062], [2.4996, -0.0302, 0.0235], [1.5812, 1.2303, -0.6918], [1.4994, 1.0750, 0.9605], [0.7658, -1.3307, 0.2649], [-0.9637, -0.8060, -1.9560], [-0.3844, -0.0395, 1.9325], [-1.1875, 1.0148, 0.7765], [-3.1975, -0.3260, 0.6228]],
  "forces_ev_per_a": [[0.5290, -2.0142, 2.5826], [0.3476, 1.0799, -2.5822], [-1.1310, -1.7257, -1.4818], [-0.4563, -0.4382, 1.7937], [-0.2145, 1.7444, -0.2173], [0.6867, 0.4903, -0.1569], [-2.0175, 1.6140, 0.1566], [-0.0637, 0.4910, -1.1251], [0.6910, -0.1828, -0.4539], [-0.2606, -0.6018, -0.4114], [1.4680, 1.0847, 1.1825], [-0.1161, -0.1321, 0.6919], [0.2752, -1.3148, 0.0507], [0.2625, -0.0947, -0.0293]],
  "max_force_ev_per_a": 3.32,
  "energy_ha": -646.992364,
  "charge": 1,
  "mol_weight_g_mol": 106.17,
  "relative_energy_kcal_mol": 20.13,
  "orbital_gap_ev": 9.466,
  "multiplicity": 1,
  "smiles": "[NH3+][C@H](C=O)CS"
}



{
  "formula": "C3H8NOS",
  "method": "ωB97M-V with the def2-TZVPD basis set",
  "elements": ["N", "C", "C", "O", "C", "S", "H", "H", "H", "H", "H", "H", "H", "H"],
  "coordinates": [[1.3116, 0.9336, 0.6133], [0.3384, 0.0020, -0.4717], [0.6583, -1.4829, -0.1061], [1.3533, -1.7532, 0.8667], [-1.0166, 0.3192, -0.0310], [-2.1867, -0.5464, -1.2885], [1.0801, 1.8772, 0.5804], [2.2526, 0.8097, 0.3082], [1.2264, 0.5796, 1.6081], [0.7369, 0.2935, -1.4425], [0.2375, -2.2267, -0.7770], [-1.3067, 1.4176, -0.1803], [-1.3265, -0.0107, 0.9268], [-3.3585, -0.2126, -0.6063]],
  "forces_ev_per_a": [[-1.1200, -3.8726, -0.0032], [2.4253, 0.0914, 2.9625], [1.9385, 0.5197, 1.6799], [-1.4901, 0.6155, -1.8612], [-3.2479, 2.0779, -2.9773], [-0.3889, 0.6036, 1.2533], [-0.7232, 2.1894, -0.2262], [1.0895, -0.1042, -0.0266], [0.0956, 0.1969, -1.4588], [-0.5543, 0.1333, -0.0839], [-0.2008, -0.2905, -0.1264], [0.7422, -1.4272, 0.4408], [0.2948, -0.4325, 1.0203], [1.1393, -0.3007, -0.5929]],
  "max_force_ev_per_a": 4.87,
  "energy_ha": -646.981814,
  "charge": 1,
  "mol_weight_g_mol": 106.17,
  "relative_energy_kcal_mol": 26.75,
  "orbital_gap_ev": 9.522,
  "multiplicity": 1,
  "smiles": "[NH3+][C@@H](C=O)CS"
}



{
  "formula": "C3H8NOS",
  "method": "ωB97M-V with the def2-TZVPD basis set",
  "elements": ["O", "C", "C", "C", "S", "N", "H", "H", "H", "H", "H", "H", "H", "H"],
  "coordinates": [[0.0563, -1.3496, 1.5090], [0.3203, -1.4094, 0.3446], [0.4622, -0.0510, -0.3881], [-0.9455, 0.5969, -0.5781], [-2.2107, -0.4942, -1.2493], [1.2720, 0.8222, 0.5360], [0.4725, -2.3505, -0.2145], [0.9412, -0.1069, -1.3587], [-0.9322, 1.5048, -1.1859], [-1.3244, 0.9479, 0.3944], [-2.5251, -1.1499, -0.1002], [1.1898, 1.8211, 0.3217], [2.2697, 0.5823, 0.4721], [0.9541, 0.6365, 1.4970]],
  "forces_ev_per_a": [[0.0033, -0.1531, 0.0093], [0.1935, 0.0407, 0.1074], [-0.3703, 0.1278, -0.2834], [-0.0763, 0.5180, 0.8132], [-0.0844, 0.1489, -0.1164], [-0.1045, -0.0674, -0.4350], [-0.1180, 0.1089, 0.0230], [0.3445, -0.1029, -0.0343], [0.1666, -0.3089, -0.4859], [-0.0567, -0.3969, 0.0533], [0.0333, -0.0304, -0.0153], [0.0324, 0.0444, 0.0877], [-0.0071, 0.0074, 0.0833], [0.0438, 0.0634, 0.1931]],
  "max_force_ev_per_a": 0.97,
  "energy_ha": -646.510495,
  "charge": 2,
  "mol_weight_g_mol": 106.17,
  "relative_energy_kcal_mol": 2.22,
  "orbital_gap_ev": [11.128, 6.085],
  "multiplicity": 2,
  "s2": 0.75
}



{
  "formula": "C3H8NP",
  "method": "ωB97M-V with the def2-TZVPD basis set",
  "elements": ["C", "C", "C", "N", "P", "H", "H", "H", "H", "H", "H", "H", "H"],
  "coordinates": [[1.4021, -1.2634, -1.1973], [0.2235, 2.2089, 0.0393], [-0.8427, -2.3416, -0.6462], [0.4367, -1.7818, -0.8898], [0.2515, 0.6039, 0.9678], [0.3597, 3.0098, 0.7555], [1.1100, 2.2962, -0.5531], [-0.6655, 2.2809, -0.5293], [-1.2366, -1.3532, -0.2297], [-0.8182, -3.0736, 0.1734], [-1.2021, -2.8367, -1.5507], [1.4619, 1.1219, 1.6053], [-0.4803, 1.1286, 2.0549]],
  "forces_ev_per_a": [[2.5911, 1.2633, -0.7790], [0.5462, -0.1510, 0.8462], [0.5209, 1.6196, 1.3648], [-1.2937, -2.5573, -0.2390], [0.9994, 1.3901, 1.0818], [-0.5692, 0.2603, 0.0883], [0.3319, -0.3291, -0.8604], [-0.7754, 0.4454, -0.6960], [-1.3027, -1.7091, -0.7198], [0.1784, 0.2658, -0.2459], [-0.4737, 0.6673, 0.1667], [-0.4691, -1.0697, -0.1666], [-0.2842, -0.0958, 0.1590]],
  "max_force_ev_per_a": 2.99,
  "energy_ha": -515.109341,
  "mol_weight_g_mol": 89.08,
  "relative_energy_kcal_mol": 44.55,
  "orbital_gap_ev": 10.331,
  "multiplicity": 1
}



{
  "formula": "C3H8NS",
  "method": "ωB97M-V with the def2-TZVPD basis set",
  "elements": ["C", "N", "C", "C", "S", "H", "H", "H", "H", "H", "H", "H", "H"],
  "coordinates": [[-0.1074, -0.6102, 1.7321], [-0.6606, 0.2195, 0.6853], [0.3938, 0.5685, -0.2479], [-0.0332, 0.4557, -1.6859], [0.4223, -1.2078, -2.4144], [0.0415, -1.7871, 1.6135], [-0.6095, -0.2560, 2.7279], [0.8860, -0.2534, 1.8941], [-1.2053, -0.4312, 0.0463], [0.6665, 1.6752, -0.0942], [1.1478, -0.1661, -0.1386], [0.1740, 1.4182, -2.2873], [-1.1160, 0.3746, -1.8309]],
  "forces_ev_per_a": [[-0.4832, -0.4627, 2.6087], [-1.5302, -2.3347, -1.7199], [-0.3473, 2.6964, -0.6706], [-0.8529, 0.1209, -2.1362], [0.2545, 0.6764, 0.0755], [-0.8995, 2.3878, 0.0095], [0.4761, -1.4995, -1.4063], [0.9814, 0.1302, 0.1679], [0.2089, 0.9382, 1.3309], [0.3150, -1.5552, 0.2827], [1.5916, -0.0419, 0.1241], [0.4531, -1.5277, 0.6363], [-0.1676, 0.4717, 0.6973]],
  "max_force_ev_per_a": 3.28,
  "energy_ha": -572.015984,
  "charge": -1,
  "mol_weight_g_mol": 90.17,
  "relative_energy_kcal_mol": 39.08,
  "orbital_gap_ev": 6.478,
  "multiplicity": 1,
  "smiles": "CNCC[S-]"
}



{
  "formula": "C3H8NS",
  "method": "ωB97M-V with the def2-TZVPD basis set",
  "elements": ["C", "C", "S", "C", "N", "H", "H", "H", "H", "H", "H", "H", "H"],
  "coordinates": [[-0.5601, -0.8142, 0.2092], [0.9797, -0.8340, 0.0378], [1.5136, 0.0983, -1.3605], [-1.1350, 0.5676, 0.5248], [-2.1423, 0.5659, 1.5824], [-0.9602, -1.1854, -0.7235], [-0.7853, -1.5925, 0.9276], [1.4407, -0.5794, 0.9965], [1.1952, -1.8925, -0.1038], [-0.2639, 1.1670, 0.8405], [-1.4993, 1.0778, -0.3684], [-2.2010, 1.4678, 2.0282], [-1.9554, -0.1416, 2.2768]],
  "forces_ev_per_a": [[0.2997, -0.0370, -0.7434], [-1.1823, -0.3299, 0.8619], [0.3616, 0.1247, -0.1530], [1.0523, 0.3558, 0.7870], [-0.3615, -0.2825, -0.5197], [-0.3095, -0.1012, -0.3258], [-0.3273, 0.1332, 0.6044], [0.2603, 0.3394, -0.2434], [0.4383, -0.1028, -0.4173], [-0.0610, 0.0809, -0.0241], [-0.2476, -0.2694, -0.0261], [-0.0489, 0.0213, 0.1028], [0.1261, 0.0675, 0.0968]],
  "max_force_ev_per_a": 1.50,
  "energy_ha": -571.983188,
  "mol_weight_g_mol": 90.17,
  "relative_energy_kcal_mol": 1.53,
  "orbital_gap_ev": [10.236, 6.920],
  "multiplicity": 2,
  "s2": 0.75
}



{
  "formula": "C3H8NS",
  "method": "ωB97M-V with the def2-TZVPD basis set",
  "elements": ["C", "C", "C", "N", "S", "H", "H", "H", "H", "H", "H", "H", "H"],
  "coordinates": [[-1.0523, 0.9523, 1.2063], [0.4763, -1.0085, -0.5614], [1.2971, -1.6081, -1.6077], [-1.9059, 1.9952, 1.1502], [-0.0343, 0.6161, -0.6876], [-0.0463, 1.1140, 1.6063], [-1.4135, -0.0419, 1.2918], [0.0262, -1.4269, 0.2544], [1.4956, -0.8222, -2.3597], [0.9613, -2.5037, -2.0047], [2.2782, -1.7457, -0.9961], [-2.8135, 1.8877, 0.9117], [-1.4518, 2.8486, 1.0619]],
  "forces_ev_per_a": [[1.0954, 0.6128, -0.8686], [-1.1980, 4.3871, -2.5610], [2.4972, 2.6026, 1.9012], [3.6285, -1.8894, 1.2150], [0.7623, -2.2861, -0.1673], [-0.8335, 0.2208, 0.5801], [-0.6306, -0.5224, 0.4295], [-0.5312, -1.9850, 2.0908], [-0.0078, -0.7339, 0.1475], [-0.5914, -1.8590, -0.5560], [-1.1059, -0.2688, -1.2400], [-3.2706, -0.2886, -0.9682], [0.1855, 2.0101, -0.0029]],
  "max_force_ev_per_a": 5.22,
  "energy_ha": -571.722947,
  "charge": 1,
  "mol_weight_g_mol": 90.17,
  "relative_energy_kcal_mol": 29.66,
  "orbital_gap_ev": 8.577,
  "multiplicity": 1
}



{
  "formula": "C3H8O",
  "method": "ωB97M-V with the def2-TZVPD basis set",
  "elements": ["C", "C", "O", "C", "H", "H", "H", "H", "H", "H", "H", "H"],
  "coordinates": [[-1.3016, 0.0503, -0.9507], [-0.5858, 0.4493, 0.2880], [0.7749, 0.6662, 0.2050], [1.6940, -0.3924, 0.4959], [-2.3898, 0.0493, -0.7929], [-1.0915, 0.8459, -1.6797], [-0.9866, -1.0131, -1.1900], [-0.7724, -0.1673, 1.2132], [-1.0313, 1.4333, 0.4847], [1.1675, -1.4566, 0.0887], [2.6726, 0.1316, 0.0899], [1.8500, -0.5964, 1.7479]],
  "forces_ev_per_a": [[0.2319, -1.7673, -0.4860], [-1.2371, 0.7043, 2.5417], [1.5766, -0.0869, -0.2749], [-0.7474, -0.6989, 1.5181], [0.3281, -0.0617, 0.1347], [0.1232, -0.8155, -0.3195], [-0.4121, 1.3576, -0.6255], [-0.2453, 0.1668, -0.9418], [0.3125, 0.0427, 0.5844], [2.2856, 2.7024, 0.6342], [-1.6818, -2.2697, 0.5779], [-0.5342, 0.7263, -3.3432]],
  "max_force_ev_per_a": 3.60,
  "energy_ha": -194.259831,
  "mol_weight_g_mol": 60.10,
  "relative_energy_kcal_mol": 47.76,
  "orbital_gap_ev": 10.594,
  "multiplicity": 1,
  "smiles": "CCOC"
}



{
  "formula": "C3H8O",
  "method": "ωB97M-V with the def2-TZVPD basis set",
  "elements": ["C", "C", "C", "O", "H", "H", "H", "H", "H", "H", "H", "H"],
  "coordinates": [[-1.0712, 0.1143, 0.6010], [0.3145, 0.1304, 0.5297], [1.1438, -0.0768, -0.7036], [-1.9039, -0.3482, -0.3156], [-1.4388, -0.5090, -1.1504], [-1.5521, 0.2808, 1.5553], [0.0660, -1.3888, 1.0283], [0.8035, 0.5208, 1.4091], [-0.4437, 1.6660, 0.0941], [1.6112, 0.8661, -0.9908], [1.9116, -0.8250, -0.5022], [0.5592, -0.4307, -1.5548]],
  "forces_ev_per_a": [[-0.3254, 3.6714, -1.1121], [0.4987, -4.6850, 1.3492], [-0.0869, 0.1628, -0.0259], [0.1490, -0.2750, -0.0033], [-0.0078, -0.0327, 0.1365], [0.0934, 0.0795, -0.0827], [1.2547, 0.9810, -0.4302], [-0.0924, 0.1130, -0.0548], [-1.4320, -0.2332, 0.2298], [0.0056, 0.0604, -0.0397], [-0.0519, 0.1586, -0.0107], [-0.0049, -0.0008, 0.0439]],
  "max_force_ev_per_a": 4.90,
  "energy_ha": -194.131492,
  "mol_weight_g_mol": 60.10,
  "relative_energy_kcal_mol": 128.30,
  "orbital_gap_ev": 7.984,
  "multiplicity": 1
}



{
  "formula": "C3H8O",
  "method": "ωB97M-V with the def2-TZVPD basis set",
  "elements": ["C", "C", "C", "O", "H", "H", "H", "H", "H", "H", "H", "H"],
  "coordinates": [[-0.9289, 1.1698, -0.2024], [-0.6422, -0.3238, -0.1488], [0.6430, -0.6784, 0.5445], [1.6475, -0.6055, -0.5796], [-0.0690, 1.6978, -0.6124], [-1.1385, 1.5653, 0.7911], [-1.7832, 1.3712, -0.8461], [-1.4770, -0.8815, 0.2792], [-0.3080, -0.6793, -1.1849], [0.6329, -1.7089, 0.9205], [0.9246, 0.0284, 1.3313], [2.4986, -0.9550, -0.2926]],
  "forces_ev_per_a": [[0.0611, -0.1720, -0.0316], [0.7526, -0.2752, -1.3344], [1.5290, -0.1136, -1.0538], [-0.6460, -0.0247, 1.3913], [0.0284, 0.0611, 0.0107], [-0.0408, 0.0652, 0.0431], [-0.0650, 0.0731, 0.0213], [-0.0141, -0.0536, -0.3194], [-1.5508, 0.2466, 1.0482], [0.0122, 0.2540, 0.0440], [0.0576, -0.1377, -0.0026], [-0.1240, 0.0768, 0.1832]],
  "max_force_ev_per_a": 1.89,
  "energy_ha": -194.316192,
  "mol_weight_g_mol": 60.10,
  "relative_energy_kcal_mol": 12.40,
  "orbital_gap_ev": 11.500,
  "multiplicity": 1,
  "smiles": "CCCO"
}



{
  "formula": "C3H8O",
  "method": "ωB97M-V with the def2-TZVPD basis set",
  "elements": ["C", "C", "H", "H", "H", "H", "C", "O", "H", "H", "H", "H"],
  "coordinates": [[1.5291, -0.2334, -0.1860], [2.7007, 0.2470, 0.1624], [1.1095, -1.2257, 0.0645], [0.9024, 0.4733, -0.6590], [3.4591, -0.3606, 0.8471], [2.8498, 1.2404, -0.2310], [-2.4787, 0.2901, 0.1362], [-1.2420, -0.4240, -0.0618], [-3.3043, -0.3822, 0.5272], [-2.2991, 0.9773, 0.8986], [-2.6434, 0.7921, -0.7481], [-0.6448, 0.0557, -0.8806]],
  "forces_ev_per_a": [[-0.0303, -1.4968, 0.8052], [1.5145, -1.4565, 1.4167], [0.3853, 0.7950, -0.1377], [-0.5097, 0.4059, -0.7952], [-1.5405, 1.6572, -1.8197], [0.9339, 0.2193, 0.5259], [0.7237, -2.3709, 1.0374], [1.9826, 1.3288, -3.2125], [0.9981, 0.5057, -1.0350], [0.0920, 1.4721, 1.3697], [-1.4124, 1.0362, -1.8042], [-3.1373, -2.0960, 3.6494]],
  "max_force_ev_per_a": 5.25,
  "energy_ha": -194.235023,
  "mol_weight_g_mol": 60.10,
  "relative_energy_kcal_mol": 63.33,
  "orbital_gap_ev": 10.910,
  "multiplicity": 1,
  "smiles": "C=C.CO"
}



{
  "formula": "C3H8O",
  "method": "ωB97M-V with the def2-TZVPD basis set",
  "elements": ["H", "H", "C", "C", "H", "H", "H", "H", "C", "O", "H", "H"],
  "coordinates": [[-0.1761, -0.4246, 1.6275], [0.3516, -0.3661, 2.1508], [-1.6983, 0.1458, -0.2832], [-0.9847, -0.5721, -1.1441], [-2.5972, -0.2440, 0.1891], [-1.3991, 1.1564, -0.0136], [-0.0906, -0.1529, -1.5989], [-1.2625, -1.5867, -1.4187], [1.9682, 0.5047, 0.1259], [1.4210, 1.3846, -0.4920], [1.7940, -0.5664, -0.0934], [2.6736, 0.7214, 0.9506]],
  "forces_ev_per_a": [[0.1208, -0.0146, 0.1292], [-0.0689, -0.0288, 0.0641], [0.0560, -0.0970, -0.1652], [-0.1214, 0.1063, 0.0772], [0.1218, 0.0290, -0.0904], [-0.0394, -0.1506, -0.0712], [-0.1685, -0.0773, 0.0324], [-0.0149, 0.1452, 0.0420], [-0.1995, 0.3906, -0.2640], [0.3917, -0.4576, 0.3481], [-0.0142, 0.1297, -0.0274], [-0.0636, 0.0251, -0.0747]],
  "max_force_ev_per_a": 0.70,
  "energy_ha": -194.237702,
  "mol_weight_g_mol": 60.10,
  "relative_energy_kcal_mol": 61.65,
  "orbital_gap_ev": 10.913,
  "multiplicity": 1,
  "smiles": "[H][H].C=C.C=O"
}